Record 1
Here is a molecular structure, H12NaO10S from OMol25. Energies are from wB97M-V/def2-TZVPD.

energy relative to the best compared isomer or geometry (same formula, charge and spin) = 0.507 eV
Kohn-Sham gap = 4.86 eV
HOMO energy = -3.51 eV
energy = -35925.194 eV
net charge = -1

Positions of all 24 atoms, in Å:
1 Na 0.07 -0.69 0.10
2 S 0.58 2.62 1.26
3 O 1.90 2.29 1.82
4 O 0.50 3.94 0.62
5 O 0.31 1.57 0.16
6 O -0.52 2.37 2.23
7 O 0.79 -1.70 -2.06
8 H 1.58 -1.57 -2.61
9 H 0.14 -2.12 -2.63
10 O -1.92 -2.67 -0.11
11 H -2.50 -2.78 -0.87
12 H -2.46 -2.88 0.66
13 O 2.06 -1.43 1.37
14 H 1.55 -2.02 1.95
15 H 2.51 -2.02 0.75
16 O -1.21 -0.72 2.11
17 H -2.13 -1.00 2.20
18 H -1.07 -0.03 2.78
19 O 1.95 1.36 -2.09
20 H 1.50 1.54 -1.22
21 H 1.20 1.29 -2.70
22 O -1.71 1.39 -1.61
23 H -2.30 1.74 -0.93
24 H -0.81 1.53 -1.17


Record 2
Here is C15H20N4O6 in the gas phase from OMol25. Energies are from wB97M-V/def2-TZVPD.

SMILES = CCOC(=O)CC(C)(C)/C(C)=N/Nc1ccc([N+](=O)[O-])cc1[N+](=O)[O-]
Kohn-Sham gap = 6.26 eV
HOMO energy = -8.57 eV
energy = -34102.918 eV
net charge = 0

Positions of all 45 atoms, in Å:
1 C -0.41 -3.04 2.34
2 C -1.77 -3.11 1.84
3 O -2.10 -2.71 0.39
4 C -2.28 -1.29 0.52
5 O -2.28 -0.60 1.59
6 C -2.41 -0.75 -1.09
7 C -2.60 0.95 -1.09
8 C -3.94 1.10 -0.55
9 C -2.48 1.18 -2.58
10 C -1.49 1.52 -0.50
11 C -1.62 2.82 0.29
12 N -0.24 0.65 -0.64
13 N 0.88 1.41 0.07
14 C 2.02 0.66 -0.24
15 C 2.01 -0.58 -0.70
16 C 3.29 -1.39 -0.94
17 C 4.41 -0.77 -0.37
18 N 5.67 -1.25 -0.89
19 O 6.77 -0.93 -0.18
20 O 5.64 -2.65 -1.28
21 C 4.54 0.58 0.19
22 C 3.22 1.22 0.55
23 N 3.28 2.39 1.08
24 O 4.28 2.84 1.75
25 O 2.29 3.15 1.40
26 H 0.06 -3.59 1.54
27 H -0.38 -3.67 3.24
28 H -0.25 -1.95 2.27
29 H -2.11 -4.04 1.72
30 H -2.49 -2.60 2.54
31 H -3.30 -1.27 -1.49
32 H -1.46 -1.15 -1.52
33 H -4.65 0.79 -1.00
34 H -4.09 2.22 -0.90
35 H -3.96 0.99 0.78
36 H -1.63 0.96 -2.92
37 H -2.49 2.13 -2.56
38 H -3.40 0.71 -2.91
39 H -0.75 3.23 0.41
40 H -2.08 2.51 1.31
41 H -2.32 3.22 -0.26
42 H 0.90 2.14 0.66
43 H 1.08 -0.95 -1.12
44 H 3.33 -1.99 -1.58
45 H 5.29 0.91 0.84


Record 3
Here is 2 unconnected molecules or ions with the total composition C4H9FN2O2 from OMol25. Energies are from wB97M-V/def2-TZVPD.

SMILES = [O-]/[N+](O)=N\F.C/C=C/C
energy relative to the best compared isomer or geometry (same formula, charge and spin) = 4.165 eV
Kohn-Sham gap = 9.33 eV
HOMO energy = -9.03 eV
energy = -14079.113 eV
net charge = 0

Positions of all 18 atoms, in Å:
1 O 3.80 -0.36 0.28
2 N 2.77 0.04 -0.11
3 O 2.75 1.35 -0.51
4 N 1.64 -0.52 -0.36
5 F 1.71 -1.74 0.15
6 H 1.95 1.29 -1.18
7 C -1.51 -1.92 0.03
8 C -1.40 -0.56 0.49
9 C -1.02 0.51 -0.18
10 C -0.91 1.86 0.29
11 H -1.94 -2.04 -1.04
12 H -0.43 -2.32 0.08
13 H -2.17 -2.65 0.50
14 H -1.77 -0.42 1.57
15 H -0.77 0.42 -1.27
16 H 0.09 2.25 0.41
17 H -1.39 2.58 -0.40
18 H -1.40 2.26 1.25


Record 4
Here is 2 unconnected molecules or ions with the total composition C28H23NO7 from OMol25. Energies are from wB97M-V/def2-TZVPD.

Kohn-Sham gap = 5.51 eV
HOMO energy = -7.53 eV
energy = -45228.406 eV
net charge = 0

Positions of all 59 atoms, in Å:
1 C -1.22 -0.79 2.54
2 C -0.01 -0.88 1.62
3 C 0.94 -2.00 1.97
4 O -0.43 -1.11 0.26
5 C -1.07 -0.06 -0.37
6 O -1.73 -0.28 -1.38
7 C -0.84 1.26 0.17
8 C -1.74 2.36 -0.21
9 C -3.05 2.44 0.58
10 C -3.14 3.21 1.75
11 C -4.35 3.33 2.43
12 C -5.49 2.67 1.93
13 N -6.73 2.78 2.63
14 O -7.73 2.18 2.17
15 O -6.78 3.48 3.67
16 C -5.41 1.88 0.77
17 C -4.19 1.76 0.11
18 C 0.14 1.47 1.20
19 O 0.48 2.57 1.61
20 O 0.76 0.34 1.69
21 H -1.89 0.04 2.26
22 H -1.77 -1.74 2.48
23 H -0.87 -0.65 3.57
24 H 1.78 -2.00 1.27
25 H 1.33 -1.86 2.98
26 H 0.42 -2.96 1.90
27 H -1.18 3.29 -0.03
28 H -1.98 2.23 -1.27
29 H -2.25 3.70 2.13
30 H -4.44 3.93 3.33
31 H -6.30 1.38 0.42
32 H -4.10 1.12 -0.77
33 C 2.16 -5.27 -3.74
34 C 1.17 -4.34 -4.08
35 C 1.18 -3.06 -3.51
36 C 2.19 -2.69 -2.59
37 C 2.18 -1.39 -1.95
38 O 3.18 -1.25 -1.04
39 C 3.44 0.00 -0.51
40 C 2.53 1.05 -0.66
41 C 2.89 2.29 -0.08
42 C 4.05 2.40 0.67
43 C 4.90 1.29 0.86
44 C 4.60 0.08 0.25
45 C 1.31 0.77 -1.33
46 C 1.22 -0.40 -2.09
47 C 3.20 -3.63 -2.28
48 C 3.17 -4.91 -2.84
49 H 2.14 -6.28 -4.16
50 H 0.39 -4.61 -4.79
51 H 0.42 -2.33 -3.77
52 H 2.23 3.14 -0.23
53 H 4.29 3.35 1.14
54 H 5.78 1.39 1.49
55 H 5.24 -0.79 0.35
56 H 0.63 1.60 -1.54
57 H 0.42 -0.56 -2.80
58 H 4.00 -3.36 -1.60
59 H 3.95 -5.62 -2.57


Question: Which of these has the lowest net charge?
Answer: H12NaO10S


What did the second record say?
Here is C15H20N4O6 in the gas phase from OMol25. Energies are from wB97M-V/def2-TZVPD.

SMILES = CCOC(=O)CC(C)(C)/C(C)=N/Nc1ccc([N+](=O)[O-])cc1[N+](=O)[O-]
Kohn-Sham gap = 6.26 eV
HOMO energy = -8.57 eV
energy = -34102.918 eV
net charge = 0

Positions of all 45 atoms, in Å:
1 C -0.41 -3.04 2.34
2 C -1.77 -3.11 1.84
3 O -2.10 -2.71 0.39
4 C -2.28 -1.29 0.52
5 O -2.28 -0.60 1.59
6 C -2.41 -0.75 -1.09
7 C -2.60 0.95 -1.09
8 C -3.94 1.10 -0.55
9 C -2.48 1.18 -2.58
10 C -1.49 1.52 -0.50
11 C -1.62 2.82 0.29
12 N -0.24 0.65 -0.64
13 N 0.88 1.41 0.07
14 C 2.02 0.66 -0.24
15 C 2.01 -0.58 -0.70
16 C 3.29 -1.39 -0.94
17 C 4.41 -0.77 -0.37
18 N 5.67 -1.25 -0.89
19 O 6.77 -0.93 -0.18
20 O 5.64 -2.65 -1.28
21 C 4.54 0.58 0.19
22 C 3.22 1.22 0.55
23 N 3.28 2.39 1.08
24 O 4.28 2.84 1.75
25 O 2.29 3.15 1.40
26 H 0.06 -3.59 1.54
27 H -0.38 -3.67 3.24
28 H -0.25 -1.95 2.27
29 H -2.11 -4.04 1.72
30 H -2.49 -2.60 2.54
31 H -3.30 -1.27 -1.49
32 H -1.46 -1.15 -1.52
33 H -4.65 0.79 -1.00
34 H -4.09 2.22 -0.90
35 H -3.96 0.99 0.78
36 H -1.63 0.96 -2.92
37 H -2.49 2.13 -2.56
38 H -3.40 0.71 -2.91
39 H -0.75 3.23 0.41
40 H -2.08 2.51 1.31
41 H -2.32 3.22 -0.26
42 H 0.90 2.14 0.66
43 H 1.08 -0.95 -1.12
44 H 3.33 -1.99 -1.58
45 H 5.29 0.91 0.84


Question: Kohn-Sham gap of number 2 (C15H20N4O6)?
Answer: 6.26 eV


What did the third record say?
Here is 2 unconnected molecules or ions with the total composition C4H9FN2O2 from OMol25. Energies are from wB97M-V/def2-TZVPD.

SMILES = [O-]/[N+](O)=N\F.C/C=C/C
energy relative to the best compared isomer or geometry (same formula, charge and spin) = 4.165 eV
Kohn-Sham gap = 9.33 eV
HOMO energy = -9.03 eV
energy = -14079.113 eV
net charge = 0

Positions of all 18 atoms, in Å:
1 O 3.80 -0.36 0.28
2 N 2.77 0.04 -0.11
3 O 2.75 1.35 -0.51
4 N 1.64 -0.52 -0.36
5 F 1.71 -1.74 0.15
6 H 1.95 1.29 -1.18
7 C -1.51 -1.92 0.03
8 C -1.40 -0.56 0.49
9 C -1.02 0.51 -0.18
10 C -0.91 1.86 0.29
11 H -1.94 -2.04 -1.04
12 H -0.43 -2.32 0.08
13 H -2.17 -2.65 0.50
14 H -1.77 -0.42 1.57
15 H -0.77 0.42 -1.27
16 H 0.09 2.25 0.41
17 H -1.39 2.58 -0.40
18 H -1.40 2.26 1.25